[1]
A 5-piece molecular cluster, C41H66B2BrF12N7O11PS2 overall in a non-equilibrium geometry. Source: the Open Molecules 2025 dataset; level of theory: the ωB97M-V functional and the def2-TZVPD basis.

The geometry in XYZ format:
```
143
C41H66B2BrF12N7O11PS2 the ωB97M-V functional and the def2-TZVPD basis
Br 3.597 -2.947 -1.746
S -4.085 2.394 4.829
S -6.880 1.239 5.446
P 1.815 0.015 3.104
F 3.168 0.552 7.867
F -1.901 -5.134 -2.004
F -8.982 -4.359 -5.759
F 4.984 -6.425 -8.115
F 4.371 1.253 9.543
F 4.679 -5.471 -10.050
F -10.694 -3.009 -5.707
F -2.557 -4.614 0.010
F 6.389 -4.912 -8.817
F -3.358 -6.386 -0.977
F 3.693 -0.819 9.479
F -8.915 -2.555 -4.534
O -5.305 -4.503 -1.107
O 4.414 -4.164 -6.731
O 5.523 -0.521 6.779
O -0.371 4.508 0.585
O 6.526 -0.227 8.822
O -7.568 0.594 0.332
O 3.536 -3.309 -8.671
O -9.357 -1.935 -7.931
O -7.406 -2.037 -6.728
O -4.020 -3.416 -2.666
O 0.420 4.173 -2.413
N 0.475 1.636 -2.991
N 3.561 2.023 0.731
N 2.323 2.703 -1.356
N 1.578 5.133 2.141
N -5.946 1.257 2.753
N 0.953 1.799 0.506
N 2.954 1.995 5.311
C -8.182 1.484 1.330
C -6.722 -1.359 -7.792
C 1.937 1.944 2.848
C -6.916 0.141 -7.677
C 8.458 0.532 7.565
C -3.089 3.011 3.321
C 5.483 2.582 -4.220
C -5.698 1.571 4.222
C 3.558 -0.537 -0.014
C 5.063 -5.228 -8.765
C -6.367 -0.180 2.533
C 3.724 -3.153 -5.981
C -0.787 1.926 2.303
C -6.446 -3.737 -1.523
C -9.332 -3.041 -5.739
C 3.450 -2.393 3.515
C 2.290 -3.572 -5.719
C 7.781 -0.636 8.257
C 2.293 2.180 -0.052
C 3.669 -0.912 -1.640
C 0.709 2.448 1.893
C -8.743 -2.273 -6.922
C 1.987 2.659 4.346
C 4.180 0.193 8.706
C 4.598 4.362 -1.457
C -6.943 2.223 2.144
C 5.454 -0.213 7.966
C -2.994 -5.089 -1.192
C 0.560 -0.367 4.544
C -4.130 -4.243 -1.765
C 3.435 2.299 2.195
C 6.476 3.751 -3.574
C -1.484 2.628 3.595
C -7.090 -4.366 -2.744
C 6.046 4.619 -2.249
C 4.063 2.324 -3.404
C 3.637 3.160 -2.023
C 4.384 0.817 0.381
C 3.489 -0.728 3.638
C 4.238 -4.133 -8.091
C -6.808 -0.504 0.954
B 1.068 2.843 -2.231
B 0.668 4.064 1.581
H 4.719 -0.605 -2.094
H -0.886 0.756 2.441
H -0.223 5.470 0.341
H 1.097 4.771 -2.862
H 3.991 -2.730 2.526
H 4.096 -2.773 4.441
H -5.501 -0.928 2.808
H 3.361 1.469 -3.838
H -6.174 -2.691 -1.702
H 7.866 0.882 6.713
H 3.775 -2.182 -6.488
H 4.415 -0.388 3.007
H 9.449 0.246 7.203
H 2.258 -4.553 -5.233
H -5.854 -0.796 0.340
H 0.964 -1.312 5.107
H -1.531 1.792 4.447
H 2.761 -0.513 -2.264
H 2.358 -2.805 3.617
H -7.447 2.837 3.027
H -6.410 -4.348 -3.602
H 7.536 3.890 -4.080
H -6.332 0.667 -8.437
H -8.821 2.334 0.801
H 5.206 0.541 1.201
H -8.006 -3.832 -3.017
H 5.022 1.111 -0.585
H -7.335 -5.416 -2.554
H 0.879 1.733 -3.969
H 5.783 2.004 -5.199
H 0.371 0.567 5.233
H -0.907 3.526 4.073
H -6.610 0.494 -6.687
H 1.784 -2.843 -5.080
H 3.653 -0.502 4.778
H 4.115 -1.441 0.532
H -7.156 -3.746 -0.689
H 4.255 -3.046 -5.029
H 0.760 0.782 0.532
H -8.906 0.933 2.067
H 2.449 -0.582 0.351
H -7.045 -1.734 -8.770
H 3.613 3.471 2.345
H 3.896 1.833 4.898
H 8.560 1.380 8.250
H 4.306 4.967 -0.495
H 1.244 5.289 3.135
H 6.767 5.476 -1.888
H 0.955 2.692 4.895
H 1.729 -3.663 -6.654
H -0.430 -0.717 3.984
H -7.479 -1.486 1.002
H -3.477 2.370 2.411
H 2.552 1.148 5.768
H -3.269 4.162 3.214
H 4.317 1.777 2.760
H -0.572 1.773 -3.091
H -7.969 0.413 -7.799
H 7.649 -1.487 7.579
H -5.659 -1.600 -7.691
H 2.349 3.794 4.274
H 8.405 -0.981 9.088
H 1.397 6.066 1.673
H -6.440 2.979 1.393
H -7.316 -0.506 3.179
H -1.486 2.178 1.368
```

Output
ΔE to the lowest compared entry with this formula, charge and spin (kJ/mol): 1908.2
Total charge: +1

***

[2]
A 10-piece molecular cluster, C41H68O19S6 overall in a non-equilibrium geometry. Source: the Open Molecules 2025 dataset; level of theory: the ωB97M-V functional and the def2-TZVPD basis.

The geometry in XYZ format:
```
134
C41H68O19S6 the ωB97M-V functional and the def2-TZVPD basis
S -2.705 4.286 -1.909
S 2.098 -4.544 -1.328
S 3.021 -3.910 6.973
S -6.758 2.065 3.145
S 1.128 -0.833 0.879
S -3.170 -1.650 -2.173
O 0.576 -2.063 1.352
O 3.066 -4.063 -0.105
O -2.962 -0.206 -2.117
O 3.394 -4.489 5.710
O 3.789 -2.813 7.497
O -6.815 3.196 2.280
O -7.912 1.249 3.324
O -4.203 -2.246 -1.368
O 0.737 -4.560 -0.895
O -0.073 0.248 1.055
O 1.030 -0.683 -0.752
O -1.409 4.060 -1.328
O -3.378 -2.118 -3.742
O -3.922 3.668 -1.447
O -2.927 5.889 -1.845
O 2.342 -0.302 1.442
O 2.484 -3.793 -2.483
O 1.476 -3.466 6.924
O -5.503 1.120 2.695
C 0.281 -1.312 -7.432
C 0.366 1.874 5.729
C 4.790 -0.666 -1.423
C 2.879 -5.152 8.207
C 0.082 1.775 7.092
C 0.837 -2.723 4.618
C 2.774 -6.181 -1.524
C -1.540 -2.442 -1.850
C 6.616 -0.181 -2.907
C -3.203 -1.624 -6.090
C -0.527 1.392 4.780
C 3.018 2.948 -2.171
C -1.667 0.733 5.216
C 4.447 -0.712 -3.769
C 5.756 -0.329 -3.993
C 0.640 0.078 -5.508
C 0.843 0.707 -1.072
C -1.065 1.076 7.499
C -4.250 1.809 2.412
C 6.142 -0.364 -1.618
C 1.926 3.802 -2.235
C 0.983 -2.278 -5.360
C -6.152 2.627 4.786
C 1.555 4.537 -1.116
C -1.898 0.528 6.567
C 1.097 -2.382 6.084
C 3.129 3.305 0.218
C -2.927 -1.154 -4.678
C 2.125 4.252 0.112
C 3.816 -5.326 1.876
C 2.730 -4.443 1.234
C -3.943 1.493 0.969
C 0.682 -2.436 -6.709
C -4.242 7.571 -3.005
C -4.246 6.406 -2.004
C 0.994 -1.035 -4.760
C 3.915 -0.879 -2.492
C -2.578 4.112 -3.675
C -0.142 1.156 -0.008
C 3.601 2.686 -0.944
C 0.249 -0.054 -6.848
H 4.571 -4.634 2.240
H 0.568 0.832 -2.115
H 1.768 1.279 -0.940
H 0.829 2.221 7.735
H 4.217 -6.022 1.144
H 6.749 -0.272 -0.728
H 1.773 -2.972 4.128
H -5.377 3.361 4.584
H -2.779 -0.948 -6.825
H -1.434 -2.990 -2.781
H -2.800 -0.004 6.847
H -0.080 0.832 -7.373
H 3.846 -0.975 -4.634
H -1.185 0.958 8.570
H -4.535 6.848 -1.045
H 2.589 -3.578 1.886
H -0.061 -1.401 -8.456
H -5.028 5.673 -2.198
H -1.893 -0.786 -4.592
H 1.363 -3.142 -4.824
H -0.911 -1.576 -1.699
H 1.959 -1.705 6.055
H -4.776 1.920 0.407
H -5.256 7.955 -3.066
H -0.338 1.437 3.715
H 0.008 2.203 0.260
H 4.371 1.935 -0.824
H 3.327 -5.847 2.697
H -2.316 0.213 4.522
H 3.566 3.021 1.166
H -2.953 -2.669 -6.273
H -1.636 -3.133 -1.021
H 3.759 -5.790 8.132
H 1.716 -4.855 1.247
H 1.287 2.358 5.429
H 0.758 -3.357 -7.268
H -1.824 4.780 -4.093
H 0.442 -1.842 4.100
H 0.670 1.062 -5.054
H -2.363 3.081 -3.947
H -3.466 4.496 -4.181
H 3.826 -6.053 -1.752
H -2.977 1.905 0.678
H 4.379 -0.688 -0.419
H 0.629 5.099 -1.163
H 1.415 3.999 -3.170
H 1.764 4.774 0.991
H -4.252 2.849 2.725
H -5.896 1.749 5.368
H -3.980 0.414 0.833
H -3.815 7.210 -3.942
H -3.436 -0.204 -4.469
H -3.540 8.322 -2.643
H 1.300 -0.941 -3.728
H -1.152 1.095 -0.431
H 1.994 -5.780 8.223
H -4.297 -1.631 -6.158
H -6.972 3.168 5.255
H 2.200 -6.721 -2.269
H 7.634 0.170 -3.025
H 2.938 -4.629 9.161
H 3.416 2.525 -3.085
H -0.033 -3.369 4.485
H -3.518 1.198 2.951
H 6.152 -0.200 -4.991
H 2.865 -1.074 -2.345
H 0.281 -1.810 6.519
H 2.649 -6.581 -0.517
```

Output
Structure (SMILES): CCOS(C)(=O)=O.CCOS(C)(=O)=O.CCOS(C)(=O)=O.CCOS(C)(=O)=O.CCOS(C)(=O)=O.O=S1(=O)OCCO1.c1ccccc1.c1ccccc1.c1ccccc1.c1ccccc1
Total charge: 0

***

Summary of HOMO energy in eV
-10.36; -9.14
(order as listed above)
Summary of DFT total energy in eV
-211485.044; -147528.972
(order as listed above)
Summary of LUMO in eV
-4.13; 0.20
(order as listed above)